{
  "formula": "C26H31ClN4O",
  "method": "wB97M-V/def2-TZVPD",
  "mol_weight_da": 451.01,
  "e_above_lowest_kj_mol": 0.00,
  "multiplicity": 1,
  "homo_energy_ev": -8.514,
  "energy_ha": -1763.8623,
  "charge": 0,
  "elements": ["C", "H", "H", "H", "C", "N", "C", "C", "C", "N", "C", "H", "H", "H", "C", "N", "C", "C", "H", "H", "C", "C", "O", "N", "C", "C", "C", "C", "C", "C", "H", "H", "H", "C", "C", "C", "C", "C", "C", "H", "H", "H", "Cl", "H", "H", "H", "C", "C", "H", "H", "H", "H", "H", "H", "H", "H", "H", "C", "H", "H", "H", "H", "H"],
  "positions_angstrom": [[-1.208773, 2.391145, 1.562653], [-1.381235, 2.832026, 2.540380], [-0.777183, 1.403025, 1.697013], [-2.165249, 2.282819, 1.057590], [-0.259772, 3.274349, 0.755852], [0.011803, 2.720241, -0.542523], [-0.750333, 2.770419, -1.659696], [-0.083266, 2.034821, -2.630056], [1.093206, 1.585388, -1.988437], [1.121265, 2.007187, -0.734838], [2.233981, 0.804211, -2.544199], [3.128552, 1.023737, -1.967073], [2.051129, -0.268893, -2.488821], [2.403001, 1.067726, -3.586120], [-0.553816, 1.700181, -4.014648], [-1.398676, 0.508383, -4.099628], [-0.693314, -0.664421, -3.615008], [-1.547008, -1.927182, -3.725364], [-1.747196, -2.110410, -4.783353], [-0.989841, -2.790198, -3.349875], [-2.897804, -1.768866, -3.028265], [-2.911130, -1.606862, -1.504009], [-3.932317, -1.298463, -0.927971], [-1.730164, -1.834467, -0.865453], [-1.418624, -1.564155, 0.474023], [-0.087219, -1.305157, 0.786918], [0.298369, -1.039206, 2.094681], [-0.669565, -1.041024, 3.097217], [-1.993606, -1.285462, 2.782832], [-2.379088, -1.547345, 1.480016], [-3.411296, -1.731236, 1.236252], [-2.740327, -1.274819, 3.562608], [-0.382973, -0.824079, 4.115142], [1.706376, -0.744024, 2.406788], [2.312877, -1.339535, 3.509509], [3.635404, -1.058987, 3.799078], [4.372501, -0.186606, 3.015155], [3.761705, 0.408358, 1.924423], [2.441709, 0.134868, 1.614286], [1.977769, 0.630759, 0.772497], [4.322199, 1.096848, 1.310160], [5.402506, 0.021857, 3.258073], [4.382434, -1.815155, 5.167834], [1.760132, -2.031982, 4.125586], [0.662483, -1.316601, 0.007707], [-0.928132, -2.054163, -1.436145], [-3.571491, -0.529830, -3.628921], [-2.670298, 0.681691, -3.419334], [-3.152221, 1.569561, -3.835905], [-2.537223, 0.835923, -2.334549], [-4.529444, -0.356705, -3.138338], [-3.738733, -0.681121, -4.695780], [-3.518562, -2.649044, -3.235668], [0.204503, -0.785179, -4.229261], [-0.370211, -0.511963, -2.571560], [0.310132, 1.526271, -4.663047], [-1.127771, 2.533226, -4.429867], [-2.002066, 3.568359, -1.731484], [-1.840877, 4.565228, -1.321041], [-2.809690, 3.098273, -1.170522], [-2.317654, 3.668257, -2.766235], [0.701587, 3.349518, 1.268978], [-0.681001, 4.276783, 0.637131]],
  "forces_ev_per_a": [[0.163, 0.150, -0.139], [-0.051, 0.029, 0.140], [0.015, -0.105, 0.013], [-0.122, -0.027, -0.034], [-0.223, -0.006, 0.544], [-0.135, -0.011, -0.689], [0.217, -0.060, -0.112], [-0.081, 0.107, 0.138], [-0.304, 0.288, 0.131], [0.630, -0.171, 0.153], [-0.086, -0.009, 0.101], [0.096, -0.009, -0.030], [0.019, -0.091, -0.053], [0.091, -0.039, -0.068], [-0.009, 0.062, 0.066], [-0.046, -0.147, -0.108], [0.076, -0.135, -0.157], [0.072, 0.129, 0.142], [0.029, -0.075, 0.026], [0.027, -0.027, -0.035], [-0.217, 0.014, -0.198], [0.100, -0.212, -0.328], [-0.204, 0.109, 0.133], [0.360, -0.222, -0.135], [-0.035, 0.140, 0.340], [-0.096, 0.005, 0.105], [-0.296, -0.129, -0.051], [0.077, 0.009, -0.023], [0.092, -0.019, 0.003], [-0.154, -0.028, -0.079], [-0.034, -0.016, -0.016], [-0.074, 0.007, 0.061], [0.036, 0.038, 0.107], [0.325, 0.050, 0.089], [0.019, 0.036, -0.024], [-0.049, 0.114, -0.130], [0.021, -0.038, 0.065], [0.042, -0.036, 0.020], [-0.079, -0.096, 0.002], [-0.034, 0.010, 0.000], [0.057, 0.082, -0.058], [0.088, -0.001, 0.046], [0.078, -0.079, 0.135], [-0.027, -0.075, 0.071], [0.087, 0.028, -0.124], [-0.209, 0.073, -0.006], [-0.009, 0.131, 0.237], [-0.219, -0.067, -0.151], [0.003, 0.035, 0.091], [-0.020, 0.090, -0.017], [0.017, -0.034, -0.051], [-0.008, -0.020, -0.031], [0.052, 0.076, 0.070], [0.030, -0.010, 0.108], [0.055, -0.012, -0.094], [-0.046, 0.103, -0.016], [0.078, -0.019, -0.069], [0.002, -0.037, 0.084], [-0.061, 0.066, -0.024], [-0.099, 0.009, -0.003], [-0.050, 0.030, -0.030], [-0.095, 0.098, -0.131], [0.121, -0.055, -0.009]]
}

=====

{
  "formula": "C3H7N2",
  "method": "wB97M-V/def2-TZVPD",
  "mol_weight_da": 71.10,
  "e_above_lowest_kj_mol": 600.40,
  "multiplicity": 1,
  "homo_energy_ev": [-14.022, -14.015],
  "energy_ha": -227.5257,
  "charge": 1,
  "elements": ["C", "C", "C", "N", "N", "H", "H", "H", "H", "H", "H", "H"],
  "positions_angstrom": [[-0.227661, 1.497967, 0.936345], [-0.612588, 2.690520, 0.715722], [0.381364, -1.985988, -0.236818], [0.061056, 0.184950, -1.222387], [0.302193, -1.017691, -1.183054], [-0.573705, 3.228865, 1.572784], [-0.210173, 0.651032, 1.683600], [-0.927998, 3.229308, -0.172051], [-0.040694, -1.850726, 0.731201], [0.022143, -2.974631, -0.727223], [1.403489, -2.223298, -0.031915], [0.422574, -1.430309, -2.066203]],
  "forces_ev_per_a": [[-0.257, -2.697, -0.056], [-0.051, -1.299, -3.006], [0.046, -4.961, 1.828], [-0.154, 0.383, 2.192], [-1.026, 4.031, -1.654], [-0.060, 1.906, 3.032], [0.406, 1.258, -1.299], [0.283, -0.318, -0.179], [-0.878, 0.609, 0.390], [0.163, 1.657, 1.031], [1.058, 0.039, -0.040], [0.469, -0.610, -2.238]]
}

=====

- Which formula does entry 2 have?
  C3H7N2

=====

- charge of number 1 (C26H31ClN4O)?
  0

=====

- Number 1 is which compound?
  C26H31ClN4O

=====

- The lowest charge belongs to which entry?
  C26H31ClN4O